[1]
4 unconnected molecules or ions with the total composition C7H18IN2O3 at a distorted geometry, computed with ωB97M-V/def2-TZVPD.

Calculated values
E_LUMO: 3.127 eV
HOMO: -0.1522 Ha
gap between HOMO and LUMO: 7.27 eV
relative energy (zero: lowest compared OMol25 entry of this formula, charge and spin): 0.0 kcal/mol
net charge: -1

Atoms and positions in Å:
I 29.748 25.285 0.695
C 32.550 29.802 0.203
C 31.382 29.115 -0.496
C 30.859 29.888 -1.682
O 31.835 27.837 -0.992
H 32.860 29.217 1.068
H 32.133 30.711 0.655
H 33.353 30.041 -0.488
H 30.552 28.844 0.164
H 30.678 30.945 -1.458
H 29.933 29.517 -2.120
H 31.597 29.914 -2.490
H 31.550 27.199 -0.317
O 29.906 23.013 -2.882
C 30.957 23.564 -3.155
N 31.495 24.536 -2.358
C 31.662 23.285 -4.483
H 31.127 24.631 -1.409
H 32.315 24.986 -2.718
H 31.003 23.797 -5.185
H 31.649 22.213 -4.665
H 32.701 23.610 -4.532
O 27.292 21.976 1.780
C 27.054 22.348 2.925
N 27.536 23.556 3.327
C 26.226 21.556 3.900
H 27.176 24.030 4.138
H 28.128 24.108 2.712
H 25.720 20.744 3.390
H 25.513 22.164 4.457
H 26.982 21.183 4.597

[2]
A molecular structure, CH3ClN2 at a distorted geometry, computed with ωB97M-V/def2-TZVPD.

Calculated values
E_LUMO: 0.373 eV
HOMO: -0.3699 Ha
gap between HOMO and LUMO: 10.44 eV
relative energy (zero: lowest compared OMol25 entry of this formula, charge and spin): 83.8 kcal/mol

Atoms and positions in Å:
C -0.259 -0.232 0.515
N -0.368 -1.420 0.354
N -0.131 0.951 0.775
Cl -1.350 1.566 1.733
H 1.376 0.074 -1.499
H -0.645 -1.779 -0.525
H 1.377 0.840 -1.354

[3]
C3H8N2OS in the gas phase, computed with ωB97M-V/def2-TZVPD.

Calculated values
E_LUMO: 0.791 eV
HOMO: -0.3335 Ha
gap between HOMO and LUMO: 9.87 eV
relative energy (zero: lowest compared OMol25 entry of this formula, charge and spin): 12.0 kcal/mol
SMILES string: NC(=O)NCCS

Atoms and positions in Å:
C -0.229 0.122 0.924
C 0.664 -0.957 1.513
S 2.265 -1.167 0.666
N -0.459 -0.080 -0.507
C -1.421 0.863 -0.995
N -0.905 1.727 -1.918
O -2.577 0.905 -0.644
H -1.172 0.137 1.468
H 0.233 1.096 1.089
H 0.138 -1.912 1.521
H 0.931 -0.702 2.528
H 2.088 -2.396 0.177
H -0.849 -1.016 -0.598
H -1.422 2.589 -1.974
H 0.092 1.707 -2.052

[4]
2 unconnected molecules or ions with the total composition C4H9NO2, computed with ωB97M-V/def2-TZVPD.

Calculated values
E_LUMO: 0.521 eV
HOMO: -0.3608 Ha
gap between HOMO and LUMO: 10.34 eV
relative energy (zero: lowest compared OMol25 entry of this formula, charge and spin): 66.9 kcal/mol
SMILES string: C[C@@H](C=O)/N=C\O.[H][H]

Atoms and positions in Å:
C 1.160 -1.518 0.030
C 0.283 -0.336 0.430
C 0.928 0.989 0.019
O 0.448 2.088 0.245
N -1.076 -0.553 -0.072
C -1.994 0.247 0.303
O -1.873 1.339 1.054
H 0.702 -2.444 0.384
H 2.165 -1.438 0.460
H 1.249 -1.588 -1.059
H 0.233 -0.268 1.528
H 1.925 0.949 -0.452
H 0.210 0.579 -1.980
H -0.962 1.741 0.894
H -0.379 0.167 -1.770
H -3.019 0.045 -0.015

[5]
A molecular structure, C33H28F4N7O2Ti, computed with ωB97M-V/def2-TZVPD.

Calculated values
E_LUMO (spin up / spin down): 2.417 / 2.026 eV
HOMO (spin up / spin down): -0.1406 / -0.1885 Ha
multiplicity: 3
gap between HOMO and LUMO (spin up / spin down): 6.24 / 7.16 eV
relative energy (zero: lowest compared OMol25 entry of this formula, charge and spin): 1.3 kcal/mol
net charge: -1

Atoms and positions in Å:
Ti -1.024 0.121 0.706
C -3.967 1.182 -0.284
O -2.670 1.568 0.167
C -2.142 2.749 -0.352
C -2.872 3.674 -1.066
C -2.252 4.859 -1.461
C -0.931 5.097 -1.117
C -0.200 4.155 -0.405
C -0.790 2.949 -0.042
N -0.164 1.917 0.648
N 0.932 2.265 1.346
C 1.166 1.482 2.440
C 0.198 0.676 3.090
O -1.037 0.482 2.626
C 0.542 0.031 4.305
C 1.783 0.126 4.856
C 2.793 0.900 4.223
C 4.096 0.997 4.759
C 5.063 1.738 4.136
C 4.758 2.413 2.939
C 3.502 2.334 2.397
C 2.484 1.580 3.025
H -4.716 1.872 0.106
H -4.006 1.162 -1.374
H -4.148 0.186 0.110
H -3.907 3.494 -1.318
H -2.812 5.587 -2.031
H -0.457 6.024 -1.414
H 0.831 4.325 -0.132
H -0.238 -0.562 4.768
H 2.018 -0.393 5.778
H 4.317 0.466 5.678
H 6.059 1.802 4.556
H 5.522 2.996 2.440
H 3.264 2.845 1.475
C 1.709 1.368 -2.239
C 2.172 -0.060 -2.479
N 1.623 -1.041 -1.546
C 1.880 -2.410 -2.001
C 0.661 -3.319 -1.905
C 2.097 -0.810 -0.191
C 1.534 -1.747 0.865
N 0.087 -1.618 1.023
C -0.550 -2.470 1.860
C -1.958 -2.416 1.942
F -2.583 -1.483 1.140
C -2.738 -3.184 2.763
F -4.070 -3.011 2.742
C -2.172 -4.127 3.599
C -0.796 -4.221 3.553
F -0.181 -5.112 4.352
C -0.004 -3.439 2.735
F 1.328 -3.629 2.823
H 2.088 2.007 -3.038
H 0.620 1.426 -2.245
H 2.059 1.778 -1.291
H 1.856 -0.359 -3.481
H 3.279 -0.093 -2.471
H 2.198 -2.372 -3.045
H 2.724 -2.845 -1.443
H -0.123 -2.964 -2.573
H 0.923 -4.338 -2.199
H 0.251 -3.336 -0.896
H 3.200 -0.905 -0.143
H 1.865 0.219 0.093
H 1.803 -2.779 0.619
H 2.053 -1.504 1.799
H -2.767 -4.748 4.250
N -1.447 -0.297 -1.379
C -1.676 -0.250 -2.514
C -1.948 -0.198 -3.870
C -3.100 0.505 -4.293
N -4.035 1.100 -4.615
C -1.065 -0.824 -4.781
N -0.344 -1.334 -5.524

Number 2 is which compound?
CH3ClN2